Record 1
A single C5H6N2O molecule, computed with the ωB97M-V functional and the def2-TZVPD basis.

Computed properties:
HOMO-LUMO gap: 9.39 eV
SMILES string: O=C1C=NN=CCC1

```
14
Properties=species:S:1:pos:R:3:forces:R:3:lowdin_charge:R:1
C 1.499627 -0.510689 -0.216399 -4.62 2.75 1.15 -0.3876
C 0.835455 0.941666 -0.073562 -0.82 -0.09 -1.49 -0.0840
C -0.691542 0.918815 0.389570 -0.42 2.02 -0.51 -0.1771
C -1.589169 0.139192 -0.499849 2.28 -2.90 1.46 -0.1565
C 0.538291 -1.608320 0.216824 0.08 -3.67 2.31 -0.0639
H 1.074698 1.498008 -1.097700 -0.90 -1.16 2.06 0.1569
H 1.330909 1.529015 0.694240 0.54 -0.19 0.02 0.0970
H -1.165270 1.964572 0.251170 1.26 -1.24 0.86 0.1284
H -0.798052 0.582998 1.459047 0.27 0.38 -1.00 0.1301
H -2.284197 0.546519 -1.100672 -2.22 1.90 -1.96 0.0675
H 0.883659 -2.498025 0.904932 0.61 2.13 -1.34 0.1471
N -1.530215 -1.134465 -0.632666 -0.95 1.31 -0.79 0.0179
N -0.735594 -1.813758 0.176982 1.72 0.07 0.00 -0.0076
O 2.631405 -0.555531 -0.471917 3.17 -1.30 -0.78 0.1317
```
Forces are in eV/Å.


Record 2
A single C3H7FO2 molecule, computed with the ωB97M-V functional and the def2-TZVPD basis.

Computed properties:
HOMO-LUMO gap: 11.31 eV
SMILES string: OCC(F)CO

```
13
Properties=species:S:1:pos:R:3:forces:R:3:lowdin_charge:R:1
C -1.337995 0.440201 -0.052224 -0.59 0.67 -0.08 -0.1911
C 0.023025 -0.173407 -0.440821 0.20 0.87 -0.37 -0.3131
C 1.353548 0.463275 0.118894 -2.02 -1.48 0.08 -0.1806
H -2.214494 -1.124283 0.634460 -0.53 0.40 -0.92 0.0973
H -1.599094 1.230681 -0.757937 0.10 -0.10 -0.15 0.1207
H -1.327556 0.953516 0.919074 0.32 -0.30 0.11 0.1173
H 0.117548 -0.245257 -1.515686 -0.07 0.19 -0.46 0.1420
H 1.487780 1.432771 -0.348119 0.52 -0.02 -0.13 0.1203
H 1.127086 0.605934 1.188884 0.72 -0.02 -0.10 0.1212
H 2.420987 -1.164780 0.529661 -0.21 1.06 -1.06 0.1134
O -2.451091 -0.484536 -0.077721 1.60 -0.15 0.89 -0.0710
O 2.405488 -0.464921 -0.174044 -0.15 0.26 1.22 -0.0688
F -0.005228 -1.469188 -0.024418 0.12 -1.38 0.95 -0.0076
```
Forces are in eV/Å.


Record 3
7 unconnected molecules or ions with the total composition C4H21NO7, computed with the ωB97M-V functional and the def2-TZVPD basis.

Computed properties:
HOMO-LUMO gap (spin up / spin down): 8.58 / 3.72 eV
expectation value of S²: 0.757
net charge: +1
2S+1: 2

```
33
Properties=species:S:1:pos:R:3:forces:R:3:lowdin_charge:R:1
N -0.096030 -2.607969 0.321150 1.32 2.76 2.31 0.2599
C 0.479933 -1.583431 1.092679 -1.46 -4.30 -2.04 -0.3046
C -0.393949 -1.363602 2.347707 -0.55 0.13 0.87 -0.2914
C 0.604828 -1.293500 3.508773 0.81 1.04 -0.21 -0.0302
C -1.384430 -0.241170 2.087462 -0.87 -0.14 3.03 -0.0359
O 1.637140 -1.295237 0.866534 -0.01 0.87 0.45 0.3616
H -1.073695 -2.602926 0.217106 -1.31 -0.13 0.08 0.1234
H 0.448293 -3.001599 -0.372979 1.18 -0.75 -1.98 0.1072
H -0.964483 -2.321979 2.472290 0.66 0.77 -0.43 0.1676
H 1.172794 -2.236857 3.543370 0.03 0.51 -0.05 0.1063
H 1.292158 -0.388099 3.478054 -0.74 -1.20 -0.24 0.1261
H 0.081257 -1.227500 4.438248 -0.60 0.01 0.58 0.0867
H -2.198404 -0.286097 2.935775 1.83 0.27 -1.24 0.1555
H -1.976397 -0.231386 1.232132 -0.81 -0.93 -1.96 0.0646
H -0.918668 0.712362 2.053892 0.54 0.86 0.49 0.0751
H -0.787180 1.452353 4.630270 2.14 0.10 0.48 0.0140
H -1.776890 2.094687 3.704881 -0.18 1.99 -2.14 0.0028
O -1.683136 1.540650 4.424832 -1.99 -1.82 1.96 0.0092
H 2.521982 0.725322 -5.392101 2.70 -0.31 -4.10 -0.0067
H 2.742239 1.025933 -3.849400 1.37 0.47 0.43 0.0461
O 2.190007 0.834939 -4.578241 -3.97 -0.17 3.49 0.0323
H -0.874134 0.041475 -3.144746 0.17 -0.12 -0.38 0.0568
H 0.409406 0.310862 -3.978929 2.25 -1.33 -2.06 -0.0292
O -0.199213 0.673684 -3.404216 -2.67 1.36 2.63 -0.0280
H 0.449320 2.052775 -2.382881 1.43 2.38 -0.30 0.0386
H 0.773275 3.501276 -2.935048 -0.74 1.18 -1.65 -0.0072
O 1.020511 2.908577 -2.270194 -0.54 -3.51 1.91 -0.0974
H 3.127029 -2.476001 -3.299008 3.03 1.38 3.53 -0.0485
H 2.826545 -2.154476 -4.729007 -0.53 -1.14 1.41 0.0766
O 2.584763 -2.741844 -3.952361 -2.52 -0.22 -4.87 -0.0328
H -2.569411 3.401101 0.484539 1.01 -0.26 -0.36 -0.0073
H -3.993380 3.120187 -0.121822 1.40 1.35 1.65 0.0857
O -3.472082 3.657490 0.571238 -2.37 -1.08 -1.32 -0.0771
```
Forces are in eV/Å.


Record 4
3 unconnected molecules or ions with the total composition C3H11NO3, computed with the ωB97M-V functional and the def2-TZVPD basis.

Computed properties:
HOMO-LUMO gap: 10.62 eV
SMILES string: CCNC=O.O.O

```
18
Properties=species:S:1:pos:R:3:forces:R:3:lowdin_charge:R:1
C -1.685451 0.741734 -0.239511 -1.79 -1.95 1.20 -0.4343
N -1.565771 0.304664 1.039098 0.74 -0.93 2.18 -0.0071
C -2.195692 -1.015817 1.450092 1.93 0.37 0.07 -0.1997
C -0.989566 -1.983124 1.887384 -0.65 1.36 0.92 -0.0876
O -1.053353 1.569503 -0.785665 1.73 2.20 -1.31 0.0442
H -2.537008 0.221767 -0.738464 0.21 0.01 0.03 0.1322
H -0.772061 0.631647 1.711432 -1.94 -0.51 -2.14 0.1800
H -2.722518 -1.440463 0.569945 0.13 0.41 0.71 0.1020
H -2.888845 -0.861607 2.322884 0.63 -0.16 -1.02 0.1101
H -1.335991 -2.452622 2.841818 0.75 -0.22 -1.00 0.0733
H -0.067604 -1.388658 2.093445 -0.89 -0.02 0.38 0.0598
H -0.572388 -2.640558 1.130041 -0.84 -0.52 -0.12 0.0573
H 1.828655 0.538570 0.068733 -0.23 1.66 -0.60 0.0593
H 1.383773 1.856460 -0.681151 -2.39 0.70 -2.56 -0.0415
O 1.894933 1.524151 -0.011498 2.60 -2.41 3.26 -0.0477
H 4.778818 2.125342 -3.936278 -0.36 -0.91 -0.48 0.0615
H 3.876874 0.934442 -4.227957 -4.15 -2.02 1.66 -0.0444
O 4.623194 1.334569 -4.494347 4.51 2.93 -1.17 -0.0174
```
Forces are in eV/Å.


Record 5
6 unconnected molecules or ions with the total composition C25H46Br10IN2, computed with the ωB97M-V functional and the def2-TZVPD basis.

Computed properties:
HOMO-LUMO gap: 7.30 eV
net charge: +1

```
84
Properties=species:S:1:pos:R:3:forces:R:3:lowdin_charge:R:1
C -5.289741 7.336230 -7.208301 0.19 0.06 0.26 -0.1048
C -4.466048 6.671261 -6.089849 -0.49 -0.14 -0.25 -0.2503
C -5.208350 5.511923 -5.390036 0.13 0.10 -0.22 -0.2168
C -4.554681 4.148365 -5.626960 0.05 0.49 0.01 -0.2064
C -3.116434 4.033493 -5.101983 -0.28 -0.69 -0.02 -0.2101
C -3.011004 3.300227 -3.764136 0.35 0.90 0.09 -0.2152
C -3.583241 4.103814 -2.594121 -0.35 -0.47 -0.37 -0.2214
C -3.317395 3.438735 -1.248461 0.39 -0.09 -0.39 -0.2019
C -1.834577 3.508346 -0.841319 -0.47 0.21 0.13 -0.1962
C -1.607216 3.523603 0.683106 -0.08 -0.45 -0.43 -0.1707
C -1.157532 2.147973 1.246867 0.34 0.50 -0.20 -0.1078
C 0.031908 2.306689 2.142730 -0.70 0.02 0.02 -0.2356
C -0.025038 3.196237 3.243596 0.93 -0.13 0.34 0.0639
C 1.101512 3.353866 4.017302 -0.75 -0.19 -0.62 -0.1193
C 2.218083 2.608296 3.637963 1.00 0.21 0.90 -0.7003
I 4.014004 2.758598 4.695859 -0.31 -0.11 -0.24 0.9975
N 2.170433 1.783553 2.617732 -0.88 0.49 -0.15 0.0017
N 1.098011 1.608151 1.848090 0.41 -0.10 0.19 0.1450
H -6.056432 6.669894 -7.594998 -0.05 -0.09 -0.09 0.0654
H -5.777111 8.233794 -6.836160 -0.20 0.05 -0.03 0.0673
H -4.654882 7.633928 -8.037500 0.05 0.09 -0.11 0.0642
H -4.208940 7.431212 -5.358066 0.30 0.07 0.04 0.0988
H -3.552440 6.291239 -6.538123 0.25 0.00 0.12 0.0912
H -5.299277 5.701065 -4.322706 -0.02 0.03 0.13 0.0910
H -6.216235 5.481624 -5.801027 -0.20 -0.07 0.17 0.0989
H -5.177635 3.376257 -5.176235 -0.03 -0.18 0.01 0.1078
H -4.559184 3.972497 -6.702042 -0.03 -0.09 -0.12 0.1098
H -2.537837 3.458406 -5.824527 0.15 0.06 -0.08 0.1074
H -2.644809 5.009667 -5.020618 0.06 0.17 -0.01 0.1031
H -3.510790 2.337070 -3.839634 0.05 -0.22 0.08 0.1153
H -1.947748 3.152791 -3.563989 0.07 -0.34 -0.02 0.1040
H -3.181591 5.117085 -2.635414 0.07 0.12 0.16 0.1168
H -4.660030 4.182899 -2.747865 -0.11 0.12 0.10 0.1051
H -3.592506 2.389148 -1.361657 -0.26 -0.09 0.27 0.1156
H -3.947717 3.886145 -0.483727 -0.04 0.04 0.15 0.1052
H -1.300237 2.676264 -1.293186 0.18 -0.03 -0.06 0.1018
H -1.414920 4.416670 -1.271411 0.09 0.11 0.00 0.1122
H -2.538219 3.809346 1.164212 0.01 0.27 0.16 0.1060
H -0.858722 4.286406 0.884483 0.10 0.04 0.28 0.1076
H -0.867119 1.510770 0.419464 0.01 -0.28 0.02 0.1067
H -1.956305 1.664650 1.801685 -0.14 -0.10 0.04 0.1305
H -0.925892 3.742796 3.470747 -0.15 0.04 -0.06 0.1418
H 1.126055 4.028910 4.856648 0.13 0.04 0.10 0.0384
H 2.981329 1.218155 2.355140 0.02 -0.25 -0.20 -0.0159
Br 4.189089 -0.750205 2.046638 0.12 -0.16 0.03 0.6917
C 3.634886 -1.751289 0.453908 0.12 0.02 -0.08 -0.6779
C 3.792351 -0.930010 -0.793786 -0.13 0.10 -0.03 -0.6668
Br 2.386651 0.407499 -0.919035 0.13 0.05 -0.12 0.6312
H 2.612607 -2.066354 0.625971 -0.03 0.00 0.02 -0.0057
H 4.281245 -2.624842 0.426770 0.04 0.06 0.07 -0.0143
H 3.694408 -1.551727 -1.680364 -0.03 -0.09 0.06 0.0690
H 4.737849 -0.399139 -0.825990 0.03 -0.01 -0.02 0.0551
Br 4.302538 -5.344511 0.474479 -0.03 -0.05 0.02 0.6549
C 2.881152 -5.490880 1.799245 0.14 -0.12 -0.03 -0.6720
C 1.554727 -5.816742 1.172411 -0.11 0.15 -0.01 -0.7044
Br 0.751905 -4.272720 0.290964 0.05 -0.02 -0.04 0.6364
H 2.869746 -4.556939 2.352644 -0.05 0.01 0.01 0.0527
H 3.186726 -6.301435 2.457358 -0.04 -0.04 -0.02 0.0301
H 0.842558 -6.112485 1.936163 0.02 0.03 -0.01 -0.0090
H 1.627817 -6.598395 0.424132 0.02 -0.03 0.01 0.0570
Br 3.781243 -9.638394 2.013487 0.02 0.19 -0.02 0.6116
C 3.289035 -9.615827 3.894774 0.09 -0.19 -0.11 -0.6747
C 1.823174 -9.881512 4.094976 -0.04 0.08 0.11 -0.6781
Br 0.749393 -8.340001 3.588787 -0.07 -0.08 0.04 0.6584
H 3.599148 -8.650618 4.280968 -0.03 0.01 0.06 0.0473
H 3.879005 -10.400020 4.363877 -0.02 -0.03 -0.02 0.0624
H 1.609652 -10.060563 5.146236 0.01 0.04 0.01 0.0645
H 1.461623 -10.714652 3.501797 0.06 -0.02 -0.04 -0.0114
Br 3.633459 -13.665421 2.041835 -0.08 -0.03 0.04 0.5996
C 2.506359 -13.900268 0.473873 0.19 0.01 0.04 -0.6883
C 1.976468 -12.588493 -0.039668 -0.16 0.00 -0.02 -0.6862
Br 0.529313 -11.909355 1.068532 0.01 0.03 -0.01 0.6368
H 1.715245 -14.587153 0.754368 -0.03 0.01 -0.01 0.0510
H 3.145980 -14.367810 -0.270965 -0.01 0.03 -0.03 0.0594
H 1.543174 -12.715418 -1.029013 0.01 -0.04 0.00 0.0597
H 2.736492 -11.814496 -0.071266 0.03 -0.01 0.03 0.0248
Br 0.722196 6.552112 6.138991 0.04 -0.04 0.02 0.6478
C 2.383678 7.445850 5.654804 -0.12 0.06 0.08 -0.6726
C 2.397915 7.834909 4.202159 0.09 -0.07 -0.03 -0.6633
Br 2.654731 6.270525 3.072039 -0.01 0.05 -0.14 0.6387
H 3.186887 6.763106 5.910260 0.04 0.02 -0.02 0.0501
H 2.441540 8.328019 6.287779 -0.04 0.02 -0.01 0.0657
H 3.232264 8.498332 3.988039 0.03 -0.04 0.02 0.0663
H 1.472271 8.299280 3.880247 -0.02 0.01 0.03 0.0555
```
Forces are in eV/Å.


Record 6
2 unconnected molecules or ions with the total composition C8H5ClFN, computed with the ωB97M-V functional and the def2-TZVPD basis.

Computed properties:
HOMO-LUMO gap: 8.32 eV

```
16
Properties=species:S:1:pos:R:3:forces:R:3:lowdin_charge:R:1
C -2.658902 -1.114463 0.357343 1.17 0.68 -0.48 -0.2799
C 2.323793 0.182357 -0.031474 2.66 0.09 1.04 -0.0730
C 1.674377 -1.039966 -0.038244 -2.52 3.16 -0.91 -0.0607
C 1.639553 1.367172 0.133214 1.05 2.32 -0.28 -0.1039
C 0.294577 -1.080397 -0.130737 -1.83 0.06 1.34 0.0284
C 0.267288 1.362609 0.043634 -2.64 1.71 1.58 -0.0422
C -0.476884 0.135446 0.004065 3.26 -0.70 -0.90 -0.2504
C -1.883654 0.036346 0.046766 -2.22 1.31 -2.47 -0.5597
N -3.301573 -2.045879 0.427374 -1.02 -1.54 0.64 0.2226
F -2.410818 -0.328702 -1.843232 0.92 0.85 2.59 -0.3142
Cl -2.755451 1.492038 0.458438 0.17 -0.59 -0.30 0.7934
H 3.471056 0.247828 0.029972 -1.91 -0.40 -0.15 0.1405
H 2.151943 -1.904782 0.035096 2.30 -3.51 0.00 0.0638
H 2.239077 2.373147 0.341473 -1.52 -2.35 -0.71 0.1560
H -0.269541 -2.066498 -0.083595 0.89 1.37 -0.29 0.1475
H -0.304835 2.383743 0.249904 1.24 -2.46 -0.70 0.1316
```
Forces are in eV/Å.